Molecular formula: C18H34N6O11P2Ti
Method: DFT, ωB97M-V with the def2-TZVPD basis set

Element x y z (Å)
1 Ti -0.131 0.833 -0.287
2 O 1.349 0.335 1.899
3 P 1.398 1.981 1.853
4 O 2.686 2.472 2.342
5 O 0.922 2.292 0.431
6 O 0.186 2.339 2.843
7 P -1.353 1.845 2.594
8 O -1.562 0.772 3.750
9 O -2.291 2.961 2.743
10 O -1.319 1.061 1.271
11 H 2.239 0.050 2.146
12 H -1.294 -0.149 3.508
13 N -1.007 -1.712 2.515
14 C -2.108 -1.708 1.535
15 C -3.059 -2.859 1.849
16 C -4.443 -2.823 1.182
17 C -5.192 -1.508 1.345
18 N -4.811 -0.618 0.263
19 C -4.564 0.721 0.271
20 N -4.586 1.379 1.474
21 N -4.349 1.381 -0.818
22 C -1.608 -1.575 0.099
23 O -2.313 -1.861 -0.851
24 O -0.399 -1.072 0.029
25 H -0.219 -1.228 2.085
26 H -0.689 -2.663 2.674
27 H -2.644 -0.769 1.683
28 H -3.198 -2.832 2.936
29 H -2.577 -3.813 1.605
30 H -5.040 -3.624 1.626
31 H -4.347 -3.031 0.115
32 H -4.985 -1.075 2.326
33 H -6.273 -1.684 1.319
34 H -4.413 -1.086 -0.539
35 H -4.270 0.845 2.270
36 H -4.081 2.263 1.426
37 H -4.445 0.764 -1.622
38 H -2.865 2.630 -0.644
39 O -1.972 3.081 -0.804
40 N -1.145 2.219 -1.411
41 O -1.603 0.962 -1.399
42 C 5.702 1.924 -0.046
43 C 4.657 0.848 -0.164
44 C 4.851 -0.412 0.388
45 C 3.861 -1.390 0.303
46 C 4.076 -2.748 0.926
47 C 2.678 -1.091 -0.354
48 C 2.456 0.164 -0.928
49 C 3.461 1.120 -0.821
50 N 1.230 0.427 -1.603
51 C 1.352 0.632 -3.076
52 C 2.591 -0.087 -3.635
53 C 0.142 -0.016 -3.759
54 C 1.443 2.107 -3.476
55 H 6.575 1.571 0.504
56 H 5.290 2.785 0.484
57 H 6.029 2.260 -1.032
58 H 5.779 -0.633 0.906
59 H 5.076 -3.126 0.702
60 H 3.347 -3.469 0.558
61 H 3.983 -2.699 2.014
62 H 1.891 -1.832 -0.436
63 H 3.286 2.113 -1.217
64 H 2.592 -1.138 -3.335
65 H 3.522 0.363 -3.292
66 H 2.563 -0.035 -4.725
67 H 0.044 -1.050 -3.424
68 H 0.274 -0.002 -4.843
69 H -0.784 0.498 -3.512
70 H 2.374 2.549 -3.118
71 H 0.614 2.677 -3.057
72 H 1.422 2.195 -4.566

Results
* LUMO (spin up / spin down): 2.535 / 1.774 eV
* max |F|: 2.23 eV/A
* multiplicity: 2
* HOMO level (spin up / spin down): -5.60 / -5.60 eV
* E: -92386.789 eV
* expectation value of S²: 0.755
* charge: -1
* gap between HOMO and LUMO (spin up / spin down): 8.1 / 7.4 eV